Formula: C38H101N11O13
Source: OMol25
Level of theory: the ωB97M-V functional and the def2-TZVPD basis

Output
- Energy: -84038.8686 eV
- Energy above the lowest of the compared OMol25 structures with the same formula, charge and spin: 745.38 kJ/mol
- SMILES: COC[C@H](C)N.COC[C@H](C)N.COC[C@H](C)N.COCCNCCOC.COCCNCCOC.COCCNCCOC.COCCNCCOC.NC(N)=O.NC(N)=O
- Maximum force: 6.18 eV Å⁻¹
- Multiplicity: 1

Cartesian coordinates (Å):
C1 4.448407 3.628965 15.688865
O1 5.223342 3.326725 14.593958
C2 4.655364 3.169142 13.315766
C3 5.663505 3.183475 12.118004
C4 5.026502 3.115494 10.711220
N1 6.536608 2.050834 12.302400
H1 4.024249 2.720106 16.115676
H2 3.747220 4.430936 15.458050
H3 5.184264 3.899035 16.446280
H4 4.137958 2.212702 13.390678
H5 3.859759 3.911561 13.252971
H6 6.278187 4.083598 12.124197
H7 5.675756 3.088302 9.836106
H8 4.374853 3.972882 10.542875
H9 4.304867 2.316737 10.539969
H10 7.231937 1.961163 11.575371
H11 7.009756 2.142515 13.189994
C5 -0.064647 -5.723681 7.485440
O2 1.300890 -5.849235 7.132785
C6 1.676208 -4.849834 6.233456
C7 1.064498 -5.060145 4.761655
C8 1.421515 -6.404271 4.105280
N2 1.582485 -4.118091 3.869458
H12 -0.346270 -4.673363 7.560366
H13 -0.500813 -6.151892 8.387939
H14 -0.727436 -6.036580 6.678644
H15 1.444775 -3.822592 6.515072
H16 2.762863 -4.915384 6.288206
H17 -0.011607 -4.887008 4.772404
H18 1.335602 -6.585007 3.033808
H19 0.940317 -7.220293 4.644407
H20 2.458684 -6.687442 4.284666
H21 1.614694 -3.163328 4.197318
H22 2.546894 -4.383483 3.729484
C9 1.492147 2.639783 3.756776
O3 1.928666 1.998652 2.599287
C10 1.186254 2.614705 1.473589
C11 1.224660 1.851184 0.201882
C12 2.576030 1.875351 -0.536279
N3 0.175484 2.350953 -0.685086
H23 0.419145 2.642192 3.948543
H24 1.946700 3.618033 3.913290
H25 1.922527 2.126846 4.616870
H26 0.141363 2.708219 1.769474
H27 1.424945 3.673679 1.375088
H28 1.046968 0.820280 0.508122
H29 3.438666 1.664678 0.095833
H30 2.642897 2.921839 -0.833760
H31 2.628302 1.329980 -1.478585
H32 0.369426 3.296303 -0.983072
H33 0.370136 1.842159 -1.535579
C13 -8.491374 2.712059 8.769573
O4 -7.632736 2.071311 7.758381
C14 -7.233626 2.983713 6.750278
C15 -6.336047 4.163697 7.214973
N4 -5.310793 4.627858 6.288768
C16 -5.720667 5.448063 5.146537
C17 -4.448338 5.543587 4.214662
O5 -3.456925 6.467616 4.663346
C18 -2.664899 7.104458 3.701276
H34 -8.135182 3.709935 9.025454
H35 -8.530043 2.208610 9.735562
H36 -9.507281 2.997195 8.496190
H37 -8.053158 3.337233 6.124585
H38 -6.794146 2.319682 6.005961
H39 -5.849908 3.696518 8.071423
H40 -6.828648 5.072473 7.560755
H41 -4.998162 3.826544 5.759373
H42 -6.111425 6.432698 5.403246
H43 -6.483331 4.906251 4.587164
H44 -4.714116 5.624388 3.160650
H45 -3.974061 4.565696 4.297664
H46 -2.154341 7.911127 4.227314
H47 -3.199222 7.679415 2.944953
H48 -1.797726 6.557639 3.331001
C19 -8.668490 -7.670484 -10.123989
O6 -7.889365 -6.541885 -10.710856
C20 -7.029975 -5.755354 -9.896559
C21 -5.699242 -6.473951 -9.766415
N5 -4.995992 -5.806282 -8.663137
C22 -4.087559 -6.762487 -8.028271
C23 -2.984399 -6.093910 -7.219256
O7 -3.448657 -4.906312 -6.510769
C24 -2.579609 -4.356612 -5.558410
H49 -9.718513 -7.502006 -10.363107
H50 -8.576945 -7.790409 -9.044478
H51 -8.624498 -8.668113 -10.560901
H52 -7.424842 -5.703194 -8.881938
H53 -6.958981 -4.740969 -10.289098
H54 -5.229420 -6.492746 -10.749792
H55 -6.053452 -7.491278 -9.600028
H56 -4.652519 -4.884696 -8.892959
H57 -3.608456 -7.418630 -8.754933
H58 -4.786709 -7.358178 -7.441373
H59 -2.092432 -5.823593 -7.784430
H60 -2.548993 -6.683670 -6.412588
H61 -1.709611 -4.984127 -5.364959
H62 -3.053904 -4.078570 -4.617224
H63 -2.060037 -3.488639 -5.964317
C25 -1.027242 7.229815 -12.492545
O8 -0.139217 6.169308 -12.912906
C26 -0.017494 5.043978 -12.097868
C27 0.952362 4.122252 -12.686469
N6 2.161773 4.842028 -13.076523
C28 3.405816 4.575820 -12.279162
C29 3.174799 4.590431 -10.746142
O9 4.358189 4.366023 -9.977031
C30 4.019816 4.288610 -8.577111
H64 -1.163097 8.039953 -13.209015
H65 -0.645863 7.695875 -11.584006
H66 -2.039400 6.850274 -12.352620
H67 -1.010224 4.723229 -11.782088
H68 0.527572 5.469630 -11.255359
H69 0.533580 3.593973 -13.542996
H70 1.277413 3.345180 -11.994662
H71 1.967847 5.808962 -13.294558
H72 4.176172 5.307994 -12.521153
H73 3.708933 3.558793 -12.527891
H74 2.456168 3.818506 -10.470857
H75 2.704858 5.534933 -10.471982
H76 3.763796 5.209647 -8.053428
H77 4.907174 4.099532 -7.973008
H78 3.386282 3.472481 -8.229765
C31 3.910018 -7.136542 -1.500673
O10 4.882906 -6.442135 -0.728601
C32 4.484742 -5.035036 -0.713142
C33 5.530019 -4.027818 -0.329352
N7 5.862608 -4.324000 1.117848
C34 6.615881 -3.227555 1.728915
C35 6.531464 -3.293632 3.241727
O11 7.350270 -2.173531 3.730462
C36 7.827028 -2.446831 5.075994
H79 4.071079 -8.210668 -1.592315
H80 3.624728 -6.733246 -2.472309
H81 2.916504 -6.853873 -1.152620
H82 3.703317 -4.918126 0.037730
H83 4.085794 -4.619322 -1.638415
H84 5.147593 -3.009676 -0.257067
H85 6.424215 -4.110612 -0.947140
H86 6.399567 -5.173020 1.222433
H87 6.431897 -2.192594 1.440621
H88 7.677459 -3.368143 1.525520
H89 6.846315 -4.307454 3.488963
H90 5.540799 -3.098100 3.652154
H91 8.544277 -1.698268 5.412611
H92 8.210976 -3.466735 5.097893
H93 7.018181 -2.353161 5.800632
N8 -2.513836 3.822674 -6.280641
C37 -1.667698 3.078454 -6.965199
N9 -2.112242 1.860719 -6.824282
O12 -0.618050 3.408120 -7.371418
H94 -2.505878 4.826428 -6.392572
H95 -3.407868 3.449487 -5.995106
H96 -3.065679 1.704965 -6.529652
H97 -1.630979 1.139095 -7.341712
N10 -3.113175 -0.940202 1.981522
C38 -4.161563 -0.774235 2.744207
N11 -4.576205 -1.933498 3.104389
O13 -4.598957 0.308617 3.131268
H98 -2.749187 -1.817434 2.325164
H99 -2.642754 -0.094671 1.691904
H100 -5.214734 -1.948703 3.886785
H101 -4.405590 -2.776018 2.574158

Cartesian forces, eV/Å:
C 0.464 -0.371 0.499
O 2.708 0.102 -1.393
C -1.157 -0.152 0.122
C -0.095 -0.141 -0.071
C -1.497 0.367 0.222
N 0.174 -0.891 0.315
H -0.893 -0.037 -0.192
H -0.301 -0.029 0.348
H -0.238 0.635 0.121
H -0.064 -0.417 -0.820
H -0.030 0.428 -0.646
H -0.330 0.592 0.314
H 0.628 0.007 0.484
H 0.198 0.477 0.149
H 0.270 -0.584 0.511
H 0.015 0.146 -0.055
H 0.147 -0.130 0.090
C -1.316 1.029 -0.885
O -1.132 -0.216 1.444
C 0.005 -0.988 -1.658
C 0.359 -0.881 0.865
C 0.206 -1.457 1.577
N 1.392 1.780 -1.445
H 0.293 0.458 0.230
H 1.237 -0.635 0.231
H 0.096 -0.543 -0.285
H -0.503 0.109 0.471
H 0.193 0.040 -0.840
H -0.193 -0.389 0.401
H -0.731 0.789 0.021
H -0.451 -0.096 -0.163
H 0.467 0.556 0.216
H -0.254 0.198 0.244
H 0.349 0.263 -0.463
C 1.078 -0.257 1.846
O -1.322 0.852 -2.079
C -0.054 0.321 1.806
C 1.237 -0.827 -0.389
C -0.042 1.241 0.436
N -0.135 -0.799 -0.142
H -0.193 0.149 -0.516
H -0.381 0.592 -0.598
H 0.012 -0.566 -0.051
H -0.306 -0.532 0.115
H 0.882 0.183 -0.196
H -0.562 -0.186 -0.275
H -0.076 -0.232 -0.004
H 0.508 0.251 -0.113
H -0.254 -0.442 0.252
H 0.166 0.466 0.357
H -0.581 -0.234 -0.440
C 0.768 0.886 -0.208
O -1.539 1.233 1.695
C -0.476 0.201 -1.169
C 0.300 -0.721 0.114
N 0.021 -0.242 -0.434
C 1.048 0.148 -0.676
C -0.127 -0.530 0.750
O -0.943 0.057 -0.140
C 0.697 1.302 0.731
H 0.747 0.061 -0.032
H 0.261 -0.700 -0.488
H -0.284 -0.896 -0.825
H -0.849 0.305 0.476
H 1.074 0.147 0.171
H 0.393 0.400 0.275
H -0.544 -0.294 0.076
H 0.571 -0.603 0.630
H 0.146 0.012 0.234
H -0.281 0.196 -0.448
H -0.088 0.660 -0.062
H -0.016 -0.376 -0.166
H -0.042 0.125 0.433
H -0.375 -0.653 -0.463
H -0.444 -0.765 -0.495
C -0.369 1.390 -0.301
O -1.281 -1.494 -0.345
C -0.568 -1.309 0.506
C -1.069 1.630 -0.087
N 0.089 -1.428 -0.652
C -0.109 1.108 0.367
C 0.447 1.116 1.773
O -0.864 -0.506 -0.591
C 1.233 0.040 -0.597
H -0.155 0.788 0.337
H 0.297 0.373 0.044
H 1.547 0.094 -0.483
H -0.179 0.243 0.125
H -0.126 -0.114 -0.302
H 0.579 0.061 -0.018
H 0.771 -0.215 0.797
H 0.390 -0.252 -0.089
H 0.186 -0.133 -0.124
H 0.534 -0.331 0.481
H -0.196 0.194 -0.756
H -0.326 -0.930 -0.146
H -0.166 -0.671 0.386
H -0.316 -0.213 -0.187
H -0.348 0.563 -0.136
C 0.332 -1.015 0.300
O -1.077 1.949 -2.261
C -0.264 2.158 2.152
C 1.178 -1.139 -1.260
N 1.170 -0.246 0.422
C -1.313 -0.166 0.458
C -0.171 0.107 -0.123
O -0.838 0.081 0.988
C 1.564 -0.082 0.758
H 0.720 -0.414 -0.538
H -0.094 -0.115 0.308
H -0.063 -0.243 0.388
H 0.044 -0.690 -0.073
H -0.329 -0.399 1.106
H -0.087 0.011 -0.287
H -0.499 -0.013 0.170
H 0.162 -0.057 0.249
H -0.045 -0.178 -0.244
H 0.463 0.101 -0.197
H -0.131 -0.159 -0.031
H 0.102 0.350 0.138
H -0.942 0.524 -0.874
H 0.770 -0.385 -0.702
H -0.668 0.017 -0.827
C -1.293 0.698 0.034
O -0.246 1.504 -1.370
C -0.493 0.309 0.216
C 1.091 -1.736 2.680
N -0.455 1.595 -0.713
C 0.940 -0.527 0.721
C 0.170 1.678 -0.083
O 0.352 -1.658 0.848
C -0.807 0.234 -0.749
H 0.178 0.274 0.448
H 1.642 0.226 -0.974
H -0.396 -0.914 1.385
H -0.267 -0.208 0.036
H -0.185 -0.920 -0.679
H -0.246 -0.161 -0.712
H 0.039 0.296 -0.307
H -0.015 -0.117 -0.261
H -0.789 -0.269 -0.550
H 0.391 0.210 -0.142
H 0.427 0.126 0.786
H -0.305 -0.378 -0.242
H 0.286 -0.123 -0.592
H 0.326 0.112 0.256
H -0.376 -0.251 0.002
N -2.559 4.288 1.483
C -1.090 -0.028 1.973
N -0.483 -5.219 -1.049
O 3.440 1.266 -2.246
H 0.207 -0.179 0.064
H 0.294 0.305 -0.116
H 0.480 -0.365 -0.336
H -0.271 -0.072 0.219
N 2.135 0.048 -2.066
C -0.567 4.720 0.558
N -3.334 -4.413 2.767
O -0.257 -0.317 -0.110
H 1.786 0.621 -1.122
H 0.558 -0.577 0.097
H -0.112 -0.318 -0.367
H -0.192 0.288 0.251